Computed, not measured: a structure of composition C17H16HoN3S at a distorted geometry, with ωB97M-V with the def2-TZVPD basis set.

Orbital gap (alpha / beta) in eV: 7.47 / 7.61

The geometry in ORCA input format:
```
! RIJCOSX wB97M-V def2-TZVPD def2/J DEFGRID3
* xyz 2 5
C -2.792 -0.678 -1.796
C -2.792 0.649 -1.690
H -3.280 -1.310 -1.059
H -2.305 -1.185 -2.624
H -2.305 1.282 -2.427
H -3.280 1.157 -0.861
Ho 0.000 0.000 0.000
C 1.668 -1.230 -0.808
C 1.267 -0.395 -1.861
C 1.965 1.028 -0.157
C 2.005 -0.355 0.310
H 0.880 -0.719 -2.819
H 1.222 1.853 -2.078
H 2.235 1.903 0.416
C 1.451 0.994 -1.461
H 2.383 -0.682 1.272
H 1.681 -2.311 -0.800
N -0.389 0.760 4.366
C 0.838 1.262 4.413
C 1.475 1.745 5.547
C 2.793 2.182 5.412
C 3.437 2.108 4.161
C 2.768 1.604 3.024
C 1.433 1.183 3.165
N 0.518 0.678 2.271
C -0.538 0.384 3.087
C -1.554 -0.565 2.666
C -2.523 -1.157 3.474
S -3.286 -2.344 2.554
C -2.357 -2.048 1.184
N -1.485 -1.044 1.417
H -1.039 0.601 5.169
H 0.965 1.773 6.504
H 3.317 2.565 6.278
H 4.463 2.440 4.079
H 3.323 1.554 2.110
H -2.720 -0.950 4.515
H -2.419 -2.609 0.267
*
```

---

Computed, not measured: an isolated molecule of C5H4N2O2S at a distorted geometry, with ωB97M-V with the def2-TZVPD basis set.

Structure (SMILES): O=c1nc(OC=S)cc[nH]1
Relative energy (zero: lowest compared OMol25 entry of this formula, charge and spin) in eV: 0.705
Orbital gap in eV: 8.65

The geometry in ORCA input format:
```
! RIJCOSX wB97M-V def2-TZVPD def2/J DEFGRID3
* xyz 0 1
O -2.307 -2.330 0.310
C -1.564 -1.391 0.310
N -0.223 -1.532 0.536
C 0.512 -0.440 0.324
O 1.835 -0.697 0.455
C 2.650 0.205 -0.067
S 4.283 0.279 0.216
C 0.098 0.826 -0.115
C -1.229 0.875 -0.274
N -2.052 -0.167 0.015
H 2.188 0.895 -0.853
H 0.702 1.726 -0.169
H -1.794 1.770 -0.452
H -3.098 -0.017 -0.237
*
```

---

Computed, not measured: an isolated molecule of C2H2BrNO2 at a distorted geometry, with ωB97M-V with the def2-TZVPD basis set.

Structure (SMILES): C=C(Br)[N+](=O)[O-]
Relative energy (zero: lowest compared OMol25 entry of this formula, charge and spin) in eV: 3.751
Orbital gap in eV: 10.38

The geometry in ORCA input format:
```
! RIJCOSX wB97M-V def2-TZVPD def2/J DEFGRID3
* xyz 0 1
C 1.046 0.773 0.014
C -0.243 0.507 0.010
Br -1.957 1.413 -0.018
N -0.582 -1.122 -0.012
O 0.359 -1.845 -0.028
O -1.734 -1.452 0.007
H 1.475 1.770 -0.132
H 1.636 -0.045 0.159
*
```

---

Computed, not measured: a structure of composition H5O3 at a distorted geometry, with ωB97M-V with the def2-TZVPD basis set.

Relative energy (zero: lowest compared OMol25 entry of this formula, charge and spin) in eV: 1.067
Orbital gap in eV: 8.61

The geometry in ORCA input format:
```
! RIJCOSX wB97M-V def2-TZVPD def2/J DEFGRID3
* xyz -1 1
O -1.542 -0.760 1.620
H -0.528 -0.839 1.942
O 1.668 -0.387 -1.565
H 0.812 -0.377 -1.296
H 1.958 0.448 -1.161
O -0.761 0.713 -0.309
H -1.348 -0.066 0.601
H -0.259 1.267 0.168
*
```

---

Computed, not measured: a cluster of 2 separate species, CH3O2S in total at a distorted geometry, with ωB97M-V with the def2-TZVPD basis set.

Relative energy (zero: lowest compared OMol25 entry of this formula, charge and spin) in eV: 3.052
Orbital gap in eV: 8.23

The geometry in ORCA input format:
```
! RIJCOSX wB97M-V def2-TZVPD def2/J DEFGRID3
* xyz -1 1
C -0.382 -0.339 0.484
O 1.999 0.777 -0.509
O -3.037 -0.245 -0.108
S -1.631 -0.208 -0.559
H 0.978 0.392 -0.183
H -0.586 -0.432 1.505
H 2.660 0.055 -0.631
*
```

---

Computed, not measured: an isolated molecule of C5H8O2, with ωB97M-V with the def2-TZVPD basis set.

Structure (SMILES): C[C@@]1(O)CCC1=O
Relative energy (zero: lowest compared OMol25 entry of this formula, charge and spin) in eV: 1.137
Orbital gap in eV: 10.18

The geometry in ORCA input format:
```
! RIJCOSX wB97M-V def2-TZVPD def2/J DEFGRID3
* xyz 0 1
C 0.378 0.238 -1.665
C 0.251 -0.382 -0.273
O 0.640 -1.741 -0.297
C 0.791 0.240 1.051
C -0.637 0.660 1.487
C -1.168 -0.084 0.268
O -2.260 -0.308 -0.179
H 1.393 0.193 -2.067
H -0.277 -0.357 -2.317
H 0.005 1.267 -1.722
H 0.039 -2.219 -0.882
H 1.159 -0.593 1.656
H 1.550 1.024 1.023
H -1.002 0.274 2.444
H -0.841 1.734 1.445
*
```

---

Computed, not measured: a structure of composition C33H34N6O6OsPSSe, with ωB97M-V with the def2-TZVPD basis set.

Relative energy (zero: lowest compared OMol25 entry of this formula, charge and spin) in eV: 0.574
Orbital gap (alpha / beta) in eV: 7.75 / 6.21

The geometry in ORCA input format:
```
! RIJCOSX wB97M-V def2-TZVPD def2/J DEFGRID3
* xyz 1 5
Os 0.092 -0.032 1.245
C -2.178 -0.051 4.870
C -2.908 -1.228 4.831
C -2.805 -2.078 3.735
C -1.976 -1.759 2.668
C -1.231 -0.556 2.692
C -1.342 0.282 3.816
C -1.842 -2.681 1.509
C -2.827 -3.666 1.228
C -2.675 -4.464 0.136
C -1.542 -4.313 -0.697
C -1.325 -5.105 -1.850
C -0.220 -4.902 -2.625
C 0.715 -3.901 -2.277
C 0.533 -3.130 -1.165
C -0.607 -3.316 -0.353
N -0.789 -2.510 0.738
H -2.255 0.610 5.722
H -3.551 -1.498 5.656
H -3.358 -3.006 3.744
H -0.794 1.214 3.852
H -3.693 -3.766 1.864
H -3.415 -5.217 -0.103
H -2.045 -5.874 -2.099
H -0.054 -5.508 -3.504
H 1.590 -3.739 -2.892
H 1.256 -2.378 -0.899
C 5.817 4.928 -1.467
C 4.891 3.749 -1.534
C 3.521 3.903 -1.354
C 2.664 2.817 -1.415
C 3.190 1.554 -1.643
C 4.555 1.375 -1.840
C 5.392 2.472 -1.786
S 2.122 0.167 -1.634
O 2.830 -0.960 -2.176
O 0.847 0.555 -2.184
N 1.780 -0.135 -0.067
C 2.610 -0.850 0.779
C 3.947 -1.214 0.686
C 4.477 -1.922 1.747
C 3.697 -2.251 2.858
C 2.379 -1.857 2.874
N 1.861 -1.187 1.844
H 5.287 5.831 -1.171
H 6.281 5.110 -2.437
H 6.618 4.751 -0.750
H 3.115 4.884 -1.145
H 1.606 2.946 -1.254
H 4.947 0.394 -2.074
H 6.455 2.340 -1.945
H 4.535 -0.959 -0.182
H 5.515 -2.223 1.714
H 4.107 -2.801 3.690
H 1.713 -2.071 3.698
O -0.157 2.481 0.230
Se 0.471 3.023 1.781
O 1.382 4.285 1.428
O 1.318 1.641 2.210
O -0.853 3.189 2.689
C -3.238 1.065 -2.935
N -3.410 0.007 -1.853
C -4.421 0.521 -0.822
N -4.021 1.777 -0.298
C -3.847 2.741 -1.377
N -2.857 2.296 -2.353
C -1.496 2.322 -1.831
P -1.318 1.242 -0.309
C -2.096 -0.273 -1.181
C -2.859 1.705 0.600
H -4.203 1.148 -3.441
H -2.478 0.694 -3.624
H -3.777 -0.849 -2.276
H -4.478 -0.239 -0.041
H -5.374 0.597 -1.349
H -3.530 3.694 -0.958
H -4.803 2.880 -1.887
H -1.239 3.341 -1.556
H -0.798 1.981 -2.591
H -2.279 -1.063 -0.457
H -1.400 -0.636 -1.940
H -2.691 2.674 1.074
H -3.064 0.985 1.396
*
```

---

Computed, not measured: a structure of composition C11H26CdF6N2O9S2 at a distorted geometry, with ωB97M-V with the def2-TZVPD basis set.

Relative energy (zero: lowest compared OMol25 entry of this formula, charge and spin) in eV: 0.000
Orbital gap in eV: 4.84

The geometry in ORCA input format:
```
! RIJCOSX wB97M-V def2-TZVPD def2/J DEFGRID3
* xyz 0 1
Cd 0.691 -0.823 1.434
C -1.404 -3.866 -0.716
F -0.510 -3.191 -1.445
F -2.598 -3.375 -0.928
F -1.349 -5.150 -1.065
S -0.844 -3.748 1.033
O -1.627 -4.616 1.827
O 0.564 -4.006 0.926
N -1.011 -2.149 1.406
S -2.476 -1.785 2.007
O -2.653 -0.365 1.987
O -3.538 -2.573 1.516
C -2.327 -2.189 3.835
F -3.246 -3.070 4.177
F -1.120 -2.698 4.131
F -2.501 -1.083 4.566
C -2.112 0.537 -1.612
C -0.739 1.028 -1.989
C -0.924 2.058 -3.097
C 0.307 2.906 -3.352
C 0.753 3.530 -2.047
C 1.036 2.516 -0.943
N -0.086 1.637 -0.852
O -0.140 0.861 0.306
C 1.137 3.309 0.361
C 2.366 1.818 -1.279
C 0.090 -0.129 -2.593
H -2.109 -0.117 -0.735
H -2.591 0.011 -2.441
H -2.784 1.351 -1.318
H -1.760 2.722 -2.856
H -1.208 1.527 -4.014
H 0.108 3.694 -4.086
H 1.101 2.313 -3.822
H -0.002 4.251 -1.709
H 1.612 4.184 -2.260
H 1.690 4.243 0.237
H 1.566 2.726 1.179
H 0.123 3.553 0.684
H 2.359 1.307 -2.236
H 2.610 1.102 -0.498
H 3.182 2.553 -1.265
H 0.559 -0.748 -1.834
H 0.831 0.233 -3.304
H -0.585 -0.821 -3.111
O 2.491 0.457 1.896
H 3.340 0.085 1.630
H 2.720 1.198 2.469
O -0.352 0.303 3.210
H -1.153 0.816 3.027
H 0.142 0.788 3.877
O 1.619 -2.079 3.077
H 2.568 -2.211 3.165
H 1.228 -2.440 3.881
O 2.073 -1.874 0.016
H 1.864 -2.752 -0.336
H 3.020 -1.757 -0.116
*
```

---

Computed, not measured: an isolated molecule of C5H7N at a distorted geometry, with ωB97M-V with the def2-TZVPD basis set.

Structure (SMILES): C#CCN1CC1
Relative energy (zero: lowest compared OMol25 entry of this formula, charge and spin) in eV: 5.400
Orbital gap in eV: 10.66

The geometry in ORCA input format:
```
! RIJCOSX wB97M-V def2-TZVPD def2/J DEFGRID3
* xyz 0 1
C 2.122 -0.712 -0.060
C 1.372 0.322 0.030
C 0.422 1.453 -0.036
N -0.969 0.775 -0.163
C -1.126 -0.535 -0.800
C -1.062 -0.491 0.761
H 2.966 -1.254 -0.267
H 0.447 2.158 0.880
H 0.412 1.933 -1.015
H -2.173 -0.863 -1.137
H -0.345 -1.259 -0.859
H -1.856 -0.546 1.547
H -0.210 -0.982 1.118
*
```

---

Computed, not measured: a structure of composition C30H35FeN7O4S at a distorted geometry, with ωB97M-V with the def2-TZVPD basis set.

Relative energy (zero: lowest compared OMol25 entry of this formula, charge and spin) in eV: 0.000
Orbital gap (alpha / beta) in eV: 4.69 / 4.21

The geometry in ORCA input format:
```
! RIJCOSX wB97M-V def2-TZVPD def2/J DEFGRID3
* xyz -1 2
Fe 0.617 -1.253 -0.754
N 0.656 -3.365 0.480
C 1.030 -4.396 -0.468
C 0.498 -4.052 -1.852
N 1.012 -2.745 -2.250
H 1.199 -3.405 1.331
H -0.334 -3.336 0.699
H 0.731 -5.416 -0.180
H 2.124 -4.386 -0.535
H -0.593 -4.002 -1.822
H 0.773 -4.858 -2.548
H 0.564 -2.395 -3.092
H 2.002 -2.780 -2.487
C 1.111 3.570 -0.994
O -0.044 2.803 -0.684
C -0.909 3.372 0.225
C -1.922 4.216 -0.200
C -2.855 4.719 0.697
C -2.769 4.356 2.033
C -1.765 3.504 2.463
C -0.815 3.007 1.575
N 0.235 2.210 2.030
C 0.712 1.114 1.222
N 2.041 1.175 1.086
C 2.937 0.281 0.447
C 2.499 -0.863 -0.226
C 3.577 -1.580 -0.803
C 4.906 -1.197 -0.759
C 5.270 -0.030 -0.093
C 4.271 0.697 0.517
O 4.554 1.904 1.179
C 5.418 1.758 2.285
N -0.063 0.202 0.738
C -1.382 0.199 1.219
C -2.444 0.495 0.366
C -3.753 0.500 0.811
C -4.034 0.201 2.140
C -2.992 -0.089 3.007
C -1.677 -0.086 2.556
O -0.672 -0.273 3.499
C 0.119 -1.444 3.315
H 0.832 4.486 -1.524
H 1.733 2.941 -1.629
H 1.658 3.828 -0.082
H -1.972 4.451 -1.255
H -3.645 5.371 0.353
H -3.497 4.721 2.744
H -1.718 3.198 3.501
H 0.119 1.918 2.996
H 2.461 2.016 1.455
H 3.352 -2.489 -1.354
H 5.662 -1.780 -1.269
H 6.294 0.320 -0.070
H 5.546 2.746 2.727
H 6.394 1.371 1.987
H 4.984 1.078 3.027
H -2.197 0.755 -0.654
H -4.550 0.753 0.125
H -5.054 0.207 2.501
H -3.168 -0.306 4.051
H 0.873 -1.429 4.101
H 0.599 -1.443 2.335
H -0.511 -2.331 3.429
S 1.211 0.499 -2.902
C 1.977 -0.516 -3.993
N 2.517 -1.244 -4.720
O -1.477 -1.840 -0.798
N -2.374 -1.649 -1.743
C -3.622 -2.199 -1.591
C -4.595 -2.014 -2.543
C -4.315 -1.250 -3.679
C -3.052 -0.688 -3.811
C -2.087 -0.887 -2.841
H -3.746 -2.758 -0.677
H -5.562 -2.468 -2.382
H -5.068 -1.101 -4.439
H -2.771 -0.090 -4.666
H -1.065 -0.510 -2.883
*
```

---

Computed, not measured: a structure of composition C33H20N5O4PdS2 at a distorted geometry, with ωB97M-V with the def2-TZVPD basis set.

Relative energy (zero: lowest compared OMol25 entry of this formula, charge and spin) in eV: 1.791
Orbital gap (alpha / beta) in eV: 5.89 / 4.70

The geometry in ORCA input format:
```
! RIJCOSX wB97M-V def2-TZVPD def2/J DEFGRID3
* xyz -1 3
Pd 12.703 13.658 6.508
O 16.572 15.070 6.192
C 15.346 14.948 6.189
O 14.746 13.801 5.963
C 14.338 16.022 6.507
C 14.781 17.360 6.691
C 13.797 18.306 6.957
C 12.451 17.959 6.918
C 11.480 19.011 6.940
C 10.120 18.706 7.119
C 9.703 17.403 7.187
C 10.612 16.287 6.749
C 12.043 16.584 6.842
N 13.031 15.634 6.644
H 15.776 17.643 6.501
H 14.142 19.342 7.088
H 11.822 20.044 6.859
H 9.411 19.543 7.138
H 8.690 17.199 7.561
H 10.407 16.002 5.700
N 5.634 6.280 7.606
C 6.434 7.086 7.386
C 7.380 8.139 7.277
C 8.549 8.145 8.058
C 9.454 9.185 7.848
C 9.184 10.272 6.989
C 7.971 10.294 6.241
C 7.056 9.234 6.428
C 10.232 11.329 6.835
C 9.896 12.726 6.892
C 8.526 13.253 7.035
C 8.650 14.586 7.281
C 10.123 14.990 7.492
N 10.810 13.732 6.983
C 11.580 10.908 6.650
C 12.121 9.571 6.579
C 13.410 9.598 6.105
C 13.712 10.968 5.846
N 12.646 11.739 6.168
H 8.826 7.327 8.756
H 10.296 9.235 8.526
H 7.712 11.105 5.555
H 6.035 9.232 6.029
H 7.619 12.693 6.909
H 7.823 15.273 7.112
H 10.389 15.149 8.534
H 11.610 8.664 6.873
H 14.053 8.769 5.833
H 14.636 11.444 5.514
O 12.453 15.124 14.789
S 12.349 14.165 13.721
O 11.034 13.725 13.333
N 13.200 14.780 12.371
C 14.089 13.845 12.038
S 15.332 13.988 10.857
C 14.242 12.727 13.009
C 15.246 11.691 13.044
C 15.246 10.769 14.108
C 14.287 10.889 15.130
C 13.320 11.901 15.133
C 13.308 12.763 14.059
H 16.008 11.719 12.222
H 16.028 9.999 14.163
H 14.339 10.153 15.952
H 12.524 11.995 15.885
*
```

---

Computed, not measured: a cluster of 2 separate species, C20H22BrNO6S2 in total at a distorted geometry, with ωB97M-V with the def2-TZVPD basis set.

Structure (SMILES): CC(=O)OCCCc1cc2c(cc1C)Sc1c(Br)cccc1N2.O=S1(=O)OCCO1
Orbital gap in eV: 7.68

The geometry in ORCA input format:
```
! RIJCOSX wB97M-V def2-TZVPD def2/J DEFGRID3
* xyz 0 1
C -4.689 2.274 -2.002
C -4.455 0.619 -2.068
O -5.189 -0.176 -1.267
O -3.472 0.158 -3.060
C -2.708 -1.010 -2.595
C -1.169 -0.829 -3.125
C -0.025 -0.757 -1.957
C -0.487 -0.039 -0.560
C -0.276 -0.943 0.828
C -0.646 -0.405 2.345
C -1.296 1.097 2.461
C -1.525 2.055 1.117
C -1.092 1.474 -0.384
C -1.289 2.458 -1.680
S -1.768 1.665 4.217
C -0.460 0.799 5.298
C 0.038 1.515 6.703
Br -0.825 3.276 7.237
C 1.180 0.773 7.633
C 1.802 -0.672 7.093
C 1.280 -1.372 5.673
C 0.096 -0.641 4.745
N -0.360 -1.354 3.491
H -4.216 2.735 -1.029
H -4.091 2.768 -2.909
H -5.817 2.574 -2.176
H -2.824 -1.263 -1.459
H -3.153 -1.949 -3.183
H -1.116 0.088 -3.870
H -0.905 -1.783 -3.792
H 0.869 -0.101 -2.398
H 0.445 -1.843 -1.807
H 0.174 -2.040 0.727
H -1.987 3.116 1.307
H -0.270 3.061 -1.808
H -2.110 3.280 -1.403
H -1.521 1.903 -2.683
H 1.506 1.290 8.639
H 2.626 -1.226 7.740
H 1.768 -2.414 5.397
H -1.248 -1.845 3.735
O 3.050 -0.332 -1.811
S 3.284 -0.585 -3.215
O 2.460 -0.030 -4.263
O 3.384 -2.197 -3.431
C 4.652 -2.524 -3.997
C 5.606 -1.435 -3.515
O 4.842 -0.231 -3.542
H 4.553 -2.508 -5.087
H 4.967 -3.521 -3.676
H 6.490 -1.345 -4.151
H 5.918 -1.613 -2.481
*
```

---

Number 1: electronic energy -2167.3275 hartree. Number 2: electronic energy -851.0757 hartree. Number 3: electronic energy -2856.5095 hartree. Number 4: electronic energy -228.7118 hartree. Number 5: electronic energy -588.5304 hartree. Number 6: electronic energy -345.7632 hartree. Number 7: electronic energy -5289.1679 hartree. Number 8: electronic energy -2784.6428 hartree. Number 9: electronic energy -249.2748 hartree. Number 10: electronic energy -3510.2433 hartree. Number 11: electronic energy -2768.5308 hartree. Number 12: electronic energy -4651.1592 hartree.